1.
77
Properties=species:S:1:pos:R:3 method="wB97M-V/def2-TZVPD" lumo_energy_ev="-5.0 / -8.6" spin_multiplicity=2 de_lowest_kcal_mol=8.5 homo_energy_ev="-13.61 / -13.61" fmax_ev_per_a=0.468 total_charge=+2 energy_ha=-5016.4600
Ga 0.06896 0.00396 0.33582
C 4.31319 6.28068 -0.16227
C 3.75672 5.78825 1.16390
N 2.68042 4.79630 0.98243
C 2.96669 3.50256 1.14139
C 2.08391 2.47519 0.92102
C 2.58678 1.08191 1.19481
O 3.76267 0.89662 1.37931
O 1.66794 0.15207 1.26290
C 0.79296 2.77356 0.45402
O -0.08696 1.90981 0.11662
C 0.45078 4.17312 0.33038
C -0.84236 4.54703 -0.06288
C -1.15720 5.86467 -0.18378
F -2.38384 6.20239 -0.62366
C -0.23266 6.89301 0.09298
C 1.04249 6.52054 0.47261
C 1.40376 5.17056 0.58800
N -0.56572 8.25601 -0.01173
C 0.22144 9.11319 -0.87539
C 0.29233 10.52052 -0.30973
N -1.10946 11.03721 -0.12358
C -1.92017 10.11492 0.74925
C -1.93019 8.72642 0.13285
H 5.10644 7.00481 0.01934
H 3.54675 6.75394 -0.77614
H 4.73536 5.45241 -0.73072
H 3.37859 6.60122 1.78262
H 4.53533 5.29469 1.74049
H 3.97196 3.25120 1.45685
H -1.57823 3.78835 -0.29664
H 1.75686 7.29350 0.71323
H -0.21290 9.15334 -1.88791
H 1.23405 8.73187 -0.98191
H 0.81706 11.19978 -0.97882
H 0.76161 10.53316 0.67237
H -1.56214 11.11187 -1.03839
H -1.09218 11.97800 0.27222
H -2.92386 10.52652 0.83462
H -1.43926 10.10832 1.72582
H -2.46026 8.75348 -0.83017
H -2.49593 8.07611 0.79357
F -1.52370 0.03854 -0.95332
Sb -3.16893 0.29253 0.10481
F -3.05296 2.14540 -0.12286
F -1.76316 0.37465 1.47589
F -4.42836 0.52999 1.47103
F -3.26336 -1.56447 0.38102
F -4.17705 0.13433 -1.44379
C -5.30088 -1.47730 3.66606
C -4.06158 -2.26512 3.56098
C -2.79159 -1.61223 3.49809
C -1.65009 -2.33151 3.30694
C -1.74260 -3.73218 3.19559
C -2.98970 -4.41251 3.29704
C -4.12416 -3.68998 3.47963
S -0.26944 -4.69873 2.92365
O 0.81286 -3.77902 2.90614
O -0.35766 -5.79075 3.83496
N -0.49188 -5.31871 1.44575
C -0.56792 -4.58499 0.17102
C 0.66231 -3.73762 -0.17446
C 0.38406 -2.27320 -0.06753
O 0.85846 -1.43297 -0.87544
O -0.36185 -1.82018 0.87056
H -5.12761 -0.48235 4.07036
H -6.06722 -2.00480 4.23354
H -5.69592 -1.34596 2.64739
H -2.75708 -0.53355 3.58170
H -0.68088 -1.86274 3.21954
H -3.01594 -5.49324 3.24921
H -5.08437 -4.18064 3.56830
H -0.91108 -6.23823 1.47460
H -1.46420 -3.96001 0.14209
H -0.69407 -5.35815 -0.58282
H 1.01837 -3.94192 -1.18139
H 1.48165 -3.95062 0.51541

=====

2.
64
Properties=species:S:1:pos:R:3 method="wB97M-V/def2-TZVPD" lumo_energy_ev=-5.6 spin_multiplicity=1 homo_energy_ev=-11.12 fmax_ev_per_a=5.328 total_charge=+1 energy_ha=-1755.0001
O -0.62179 -6.78352 -0.23608
C -0.89205 -5.99053 0.52962
F -0.68583 -6.22930 1.81222
C -1.45335 -4.62809 0.12972
N -2.94628 -4.60426 0.10069
I -3.27835 -2.57794 -0.53410
C -3.73069 -4.71281 1.39284
C -4.64493 -5.95453 1.13425
C -4.09489 -6.63043 -0.17576
C -3.67907 -5.39211 -0.98212
H -1.09956 -3.88592 0.84467
H -1.07521 -4.42492 -0.87122
H -4.27231 -3.79156 1.50613
H -3.15513 -4.92500 2.29366
H -5.59311 -5.52182 0.81705
H -4.70025 -6.69743 1.92023
H -3.17428 -7.20988 -0.10465
H -4.92111 -7.21660 -0.56657
H -4.52312 -4.79528 -1.30099
H -2.97018 -5.55222 -1.79226
N 0.23933 -2.69677 -2.47406
C 1.27964 -2.85436 -3.29494
C 2.31288 -1.93625 -3.40740
C 2.26290 -0.79183 -2.62714
C 1.19116 -0.60642 -1.76923
C 0.21478 -1.58581 -1.73409
H 1.27466 -3.76273 -3.88673
H 3.13357 -2.11426 -4.08834
H 3.05028 -0.05092 -2.68694
H 1.11722 0.27638 -1.14526
H -0.64628 -1.50649 -1.08499
N 0.74484 2.31346 0.43963
C -0.54769 2.35952 0.76434
C -1.15299 3.44923 1.36851
C -0.37197 4.55706 1.65641
C 0.97294 4.53141 1.32980
C 1.47862 3.39184 0.72461
H -1.12069 1.46897 0.52251
H -2.20793 3.43082 1.60703
H -0.80613 5.42877 2.12936
H 1.61590 5.37378 1.54019
H 2.52589 3.32841 0.44846
N 2.20582 3.55970 -6.30793
C 1.80557 2.42446 -5.73764
C 1.48337 2.30966 -4.39402
C 1.58576 3.43712 -3.59500
C 2.00192 4.62677 -4.16868
C 2.29673 4.63369 -5.52423
H 1.74302 1.56738 -6.40024
H 1.16044 1.36241 -3.98409
H 1.34393 3.38840 -2.53921
H 2.09575 5.52966 -3.58064
H 2.62301 5.54292 -6.01730
N 2.56335 4.92260 4.19065
C 2.37518 3.61116 4.34454
C 2.09658 3.00920 5.56138
C 2.01052 3.81243 6.68649
C 2.20380 5.17636 6.55018
C 2.47478 5.67771 5.28636
H 2.45404 3.01996 3.43812
H 1.95147 1.93922 5.62492
H 1.79587 3.38110 7.65629
H 2.14616 5.83812 7.40344
H 2.63069 6.74004 5.13261